19
Properties=species:S:1:pos:R:3:forces:R:3:mulliken_charge:R:1 method="wB97M-V/def2-TZVPD" total_charge=0 gap_ev=8.4 relative_energy_kj_mol=404.0 smiles=c1ccc(-c2ccc[nH]2)nc1 homo_energy_ev=-7.9 energy_ha=-457.1248 lumo_ev=0.5215
C -2.65954 -0.65216 0.38859 4.068 0.517 -2.743 -0.526
C -2.74249 -0.00754 1.52501 -6.076 1.371 5.361 -0.107
C -1.77068 0.71935 2.07469 6.203 -4.886 -9.278 -0.576
C -0.39598 0.03703 0.24645 2.687 1.612 0.878 0.517
C -1.44619 -0.58022 -0.32451 -2.869 2.531 5.227 -0.636
C 0.99253 0.11363 -0.37773 -1.416 -2.762 3.995 0.006
C 2.15478 -0.53145 0.09713 -0.896 2.567 -3.800 -0.583
C 3.16339 -0.27682 -0.88463 0.026 -0.581 -0.078 -0.485
C 2.49017 0.54513 -1.84389 5.265 -0.364 -3.222 -0.409
H -3.38575 -1.07326 -0.14815 -3.232 -2.026 -1.223 0.543
H -3.76790 0.02221 2.22857 2.433 -0.309 -2.303 0.110
H -1.88803 1.19683 2.86123 -0.433 4.481 7.277 0.662
H -1.34155 -1.24340 -0.98731 0.945 -4.425 -6.030 0.584
H 2.28321 -0.96163 1.00108 0.123 -1.538 2.584 0.572
H 4.21283 -0.86731 -0.82534 -2.563 2.198 -0.627 0.248
H 2.96698 0.97689 -2.84386 -1.396 -0.995 2.441 0.277
H 0.40798 1.23034 -2.07519 2.860 -1.561 1.567 0.341
N -0.48896 0.65139 1.41282 -2.641 1.748 2.596 -0.534
N 1.21523 0.70099 -1.52494 -3.089 2.421 -2.623 -0.004